Version P
CH5N3 | ωB97M-V/def2-TZVPD

SMILES: N=C(N)N
HOMO level, hartree: -0.327
Kohn-Sham gap, eV: 9.822
M, g mol⁻¹: 59.07

Last column: Löwdin charge in e.
Atoms and positions in Å:
N: 0.20 1.09 -0.86  0.085
C: -0.04 0.11 -0.07  -0.624
N: 0.26 0.27 1.27  0.100
N: -0.41 -1.21 -0.37  0.085
H: -0.23 0.97 -1.77  0.026
H: 0.25 1.24 1.53  0.086
H: 0.08 -0.51 1.88  0.083
H: 0.30 -1.87 -0.11  0.078
H: -0.85 -1.35 -1.27  0.081

Version Q
CH5N3 | ωB97M-V/def2-TZVPD

SMILES: [H]/N=C\NN
HOMO level, hartree: -0.337
Kohn-Sham gap, eV: 10.210
M, g mol⁻¹: 59.07

Last column: Löwdin charge in e.
Atoms and positions in Å:
H: 2.28 0.96 -0.05  0.031
N: 2.09 -0.05 0.05  0.057
C: 0.85 -0.32 -0.05  -0.345
N: -0.29 0.45 -0.05  -0.125
N: -1.60 -0.01 0.01  -0.016
H: 0.54 -1.35 -0.06  0.102
H: -0.21 1.45 -0.03  0.122
H: -1.79 -0.45 0.93  0.086
H: -1.87 -0.68 -0.73  0.088

Least stable = version Q

Version P
CH5N3 | ωB97M-V/def2-TZVPD

SMILES: C/N=N/N
HOMO level, hartree: -0.343
Kohn-Sham gap, eV: 10.621
M, g mol⁻¹: 59.07

Last column: Löwdin charge in e.
Atoms and positions in Å:
C: 0.16 -0.71 -1.33  -0.152
N: 0.44 -0.40 0.06  -0.101
N: -0.19 0.65 0.32  -0.124
N: -0.04 0.95 1.63  -0.003
H: 0.92 -1.38 -1.74  0.061
H: -0.85 -1.10 -1.45  0.059
H: 0.08 0.39 -1.72  0.098
H: -0.85 1.41 2.03  0.081
H: 0.33 0.19 2.19  0.080

Version Q
CH5N3 | ωB97M-V/def2-TZVPD

HOMO level (spin up / spin down), hartree: -0.281 / -0.276
Kohn-Sham gap (spin up / spin down), eV: 8.207 / 8.299
M, g mol⁻¹: 59.07

Last column: Löwdin charge in e.
Atoms and positions in Å:
C: 1.05 0.39 0.90  -0.106
N: -1.18 -0.17 -1.01  -0.110
N: -0.84 0.94 -0.30  -0.056
N: 2.20 -0.12 0.98  0.024
H: 0.76 0.92 1.87  0.051
H: -1.41 0.90 0.50  0.006
H: -0.50 -0.30 -1.73  0.062
H: -1.65 -1.02 -0.59  0.121
H: 2.71 -0.55 0.26  0.009

Least stable = version Q

Version P
C5H11N4 | ωB97M-V/def2-TZVPD

SMILES: C/[NH+]=c1\n(C)cnn1C
HOMO level, hartree: -0.487
Kohn-Sham gap, eV: 9.894
M, g mol⁻¹: 127.17
Net charge: +1

Last column: Löwdin charge in e.
Atoms and positions in Å:
C: 2.02 -0.80 0.98  0.006
N: 1.34 0.46 0.57  0.082
C: 0.23 0.49 -0.08  -0.079
N: -0.76 -0.95 -0.31  0.035
C: -0.46 -2.28 -0.18  -0.094
C: -1.86 -0.33 -0.75  -0.165
N: -1.86 0.93 -0.77  0.118
N: -0.60 1.41 -0.43  -0.107
C: -0.53 2.83 -0.43  0.025
H: 1.27 -1.51 1.28  0.074
H: 2.69 -1.22 0.27  0.094
H: 2.57 -0.76 1.87  0.083
H: 1.57 1.34 1.05  0.177
H: -0.96 -2.85 -0.95  0.120
H: 0.50 -2.52 -0.52  0.082
H: -0.62 -2.85 0.64  0.077
H: -2.79 -0.92 -0.80  0.167
H: -0.81 3.17 -1.48  0.145
H: -1.34 3.24 0.11  0.097
H: 0.38 3.11 -0.07  0.062

Version Q
C5H11N4 | ωB97M-V/def2-TZVPD

SMILES: C[C@@]1(N)NC=N[C@H]2[NH2+][C@H]21
HOMO level, hartree: -0.497
Kohn-Sham gap, eV: 10.309
M, g mol⁻¹: 127.17
Net charge: +1

Last column: Löwdin charge in e.
Atoms and positions in Å:
C: 1.83 -0.54 -0.94  0.049
C: 0.67 0.36 0.14  -0.394
N: 1.38 0.79 1.37  0.102
N: -0.13 1.37 -0.52  0.101
C: -1.47 1.48 -0.34  -0.185
N: -2.24 0.57 0.06  0.092
C: -1.69 -0.63 0.59  -0.180
N: -0.97 -1.49 -0.35  0.196
C: -0.24 -0.73 0.64  -0.150
H: 2.70 0.18 -1.20  0.103
H: 1.17 -0.84 -1.84  0.080
H: 2.33 -1.25 -0.42  0.017
H: 1.51 1.78 1.39  0.075
H: 1.04 0.45 2.26  0.092
H: 0.32 2.17 -0.97  0.167
H: -1.86 2.37 -0.70  0.125
H: -2.45 -0.91 1.37  0.188
H: -1.13 -2.48 -0.50  0.193
H: -0.85 -1.12 -1.29  0.169
H: 0.09 -1.54 1.23  0.159

Least stable = version P

Version P
C3H7NS | ωB97M-V/def2-TZVPD

HOMO level, hartree: -0.321
Kohn-Sham gap, eV: 8.749
M, g mol⁻¹: 89.16

Last column: Löwdin charge in e.
Atoms and positions in Å:
C: -1.30 -0.75 -0.09  -0.143
C: 0.03 -0.13 0.05  -0.752
C: -0.08 1.42 0.08  -0.080
H: -1.41 -1.89 -0.69  0.132
H: -1.91 -1.28 0.83  0.105
H: -2.06 0.07 -0.69  0.100
H: -0.21 1.67 1.29  0.127
H: 1.32 1.35 -0.46  0.043
H: -1.08 1.69 -0.92  0.174
H: 3.12 -1.20 0.66  -0.062
N: 0.98 -0.88 0.08  -0.269
S: 2.60 -0.07 -0.12  0.624

Version Q
C3H7NS | ωB97M-V/def2-TZVPD

HOMO level, hartree: -0.305
Kohn-Sham gap, eV: 8.944
M, g mol⁻¹: 89.16

Last column: Löwdin charge in e.
Atoms and positions in Å:
C: 0.93 0.03 -0.67  0.055
C: 3.37 0.30 -0.06  -0.115
C: -2.11 -0.95 -0.20  -0.450
N: 2.07 -0.08 -0.33  -0.073
S: -1.81 0.88 0.02  0.553
H: -0.55 0.42 0.41  -0.203
H: 4.00 -0.53 0.24  0.094
H: 3.34 0.92 0.81  0.090
H: 3.77 0.85 -0.84  0.072
H: -2.42 -1.35 0.72  -0.003
H: -1.14 -1.24 -0.46  -0.054
H: -2.86 -1.23 -0.95  0.034

Version R
C3H7NS | ωB97M-V/def2-TZVPD

HOMO level (spin up / spin down), hartree: -0.328 / -0.275
Kohn-Sham gap (spin up / spin down), eV: 9.220 / 7.440
M, g mol⁻¹: 89.16

Last column: Löwdin charge in e.
Atoms and positions in Å:
C: 0.43 -0.15 2.05  -0.271
C: 0.01 1.32 -1.09  -0.364
C: -0.39 -1.46 -0.78  -0.366
N: 0.64 -1.31 1.71  0.065
S: -1.24 0.04 -0.59  0.749
H: 0.68 0.54 2.93  0.091
H: -0.20 0.53 1.41  -0.016
H: -0.44 2.15 -0.60  0.005
H: 0.24 1.37 -2.26  0.095
H: 0.83 0.85 -0.52  0.009
H: 0.42 -1.49 -1.43  -0.021
H: -0.99 -2.39 -0.82  0.024

Least stable = version P

Version P
C4H9FN2S | ωB97M-V/def2-TZVPD

SMILES: C[C@@](F)(/C=N\S)CN
HOMO level, hartree: -0.337
Kohn-Sham gap, eV: 9.910
M, g mol⁻¹: 136.19

Last column: Löwdin charge in e.
Atoms and positions in Å:
C: -0.06 -0.53 1.27  -0.014
C: -0.12 0.05 -0.10  -0.503
F: -0.39 -1.01 -1.01  -0.047
C: -1.19 1.13 -0.17  -0.210
N: -2.44 1.01 -0.31  -0.351
S: -3.34 -0.44 -0.39  0.744
C: 1.24 0.65 -0.56  -0.212
N: 2.34 -0.30 -0.67  0.015
H: -0.94 -0.94 1.59  0.051
H: 0.63 -1.36 1.31  0.084
H: 0.25 0.23 1.96  0.099
H: -0.77 2.17 -0.15  0.135
H: -2.44 -1.41 -0.48  -0.163
H: 1.50 1.45 0.15  0.123
H: 1.08 1.09 -1.55  0.119
H: 2.02 -1.15 -1.14  0.071
H: 2.63 -0.65 0.23  0.059

Version Q
C4H9FN2S | ωB97M-V/def2-TZVPD

SMILES: C1CSCN=N1.CF
HOMO level, hartree: -0.315
Kohn-Sham gap, eV: 9.141
M, g mol⁻¹: 136.20

Last column: Löwdin charge in e.
Atoms and positions in Å:
C: 1.94 1.44 0.15  -0.276
C: 2.20 0.44 -1.00  -0.449
S: 2.01 -1.31 -0.37  0.807
C: 0.40 -0.92 0.38  -0.528
N: 0.07 0.34 1.00  -0.041
N: 0.71 1.36 0.89  -0.026
H: 2.84 1.35 0.75  0.106
H: 1.90 2.56 -0.23  0.146
H: 1.48 0.46 -1.78  0.046
H: 3.18 0.40 -1.50  0.075
H: -0.07 -1.79 1.05  0.135
H: -0.12 -0.94 -0.52  0.022
C: -3.34 -0.62 0.23  -0.114
F: -2.95 -1.94 0.31  -0.108
H: -2.79 -0.12 0.98  0.045
H: -3.10 -0.13 -0.77  0.102
H: -4.36 -0.57 0.42  0.056

Version R
C4H9FN2S | ωB97M-V/def2-TZVPD

SMILES: [H]/N=C(/N)S[C@H](C)CF
HOMO level, hartree: -0.324
Kohn-Sham gap, eV: 9.591
M, g mol⁻¹: 136.19

Last column: Löwdin charge in e.
Atoms and positions in Å:
H: -1.55 3.21 -0.75  0.034
N: -2.20 2.59 -0.16  0.013
C: -1.74 1.30 -0.13  -0.790
N: -2.06 0.40 0.72  0.021
S: -0.26 0.71 -1.20  0.881
C: 0.80 -0.30 0.09  -0.621
C: 2.21 -0.18 -0.16  -0.149
C: 0.37 -1.66 -0.09  -0.316
F: -0.91 -2.04 0.23  -0.035
H: -2.20 -0.65 0.47  0.144
H: -2.65 0.92 1.51  0.178
H: 0.46 0.11 1.00  0.093
H: 2.82 -0.92 0.25  0.058
H: 2.36 -0.13 -1.30  0.107
H: 2.78 0.78 0.16  0.126
H: 0.72 -1.81 -1.11  0.119
H: 1.07 -2.32 0.47  0.138

Least stable = version Q

Version P
H11O6 | ωB97M-V/def2-TZVPD

HOMO level, hartree: -0.192
Kohn-Sham gap, eV: 9.152
M, g mol⁻¹: 107.08
Net charge: -1

Last column: Löwdin charge in e.
Atoms and positions in Å:
O: -0.59 -0.46 0.83  -0.413
H: -0.57 -0.92 1.68  -0.048
O: 0.57 -1.20 -1.46  -0.111
H: 0.29 -2.04 -1.81  0.005
H: 0.06 -1.03 -0.62  -0.028
O: 1.85 0.62 0.64  -0.116
H: 1.50 1.22 -0.02  -0.003
H: 0.99 0.21 0.96  -0.019
O: -3.29 -1.49 -0.22  -0.102
H: -3.38 -2.15 0.49  0.020
H: -2.33 -1.32 -0.16  -0.007
O: -0.95 2.11 1.91  -0.098
H: -0.60 2.41 2.75  0.006
H: -0.66 1.17 1.83  -0.023
O: 2.57 1.30 -2.21  -0.065
H: 2.32 0.88 -3.03  0.015
H: 2.20 0.70 -1.56  -0.014

Version Q
H11O6 | ωB97M-V/def2-TZVPD

HOMO level, hartree: -0.184
Kohn-Sham gap, eV: 8.664
M, g mol⁻¹: 107.08
Net charge: -1

Last column: Löwdin charge in e.
Atoms and positions in Å:
O: 0.54 -0.35 -1.06  -0.423
H: 0.42 -0.89 -1.83  -0.094
O: 2.65 1.47 -0.98  -0.146
H: 2.18 2.30 -0.90  -0.010
H: 1.81 0.96 -0.64  0.021
O: -1.11 -0.96 1.05  -0.129
H: -0.56 -1.48 1.60  -0.035
H: -0.74 -1.02 0.07  0.040
O: -1.94 0.25 -2.09  -0.166
H: -2.26 -0.66 -1.90  0.028
H: -0.93 0.05 -1.95  0.002
O: 2.27 -2.05 2.47  -0.088
H: 1.81 -1.55 1.71  0.070
H: 2.39 -1.34 3.08  0.008
O: -2.18 1.92 0.84  -0.139
H: -1.75 1.10 0.61  -0.036
H: -2.59 2.26 -0.08  0.097

Least stable = version Q